[1]
The following is a quantum chemistry calculation of a structure of composition C43H39ClN5O2RbSSeSi, from OMol25.

- Orbital gap: 3.77 eV
- Electronic energy: -154007.7513 eV
- HOMO level: -0.805 eV
- Lowest unoccupied orbital energy: 3.0 eV
- 2S+1: 1
- Molar mass: 917.852 g mol⁻¹
- Total charge: -2

Each line ends with the Mulliken charge.
Cartesian coordinates (Å):
Rb (0.382, 0.092, -1.151)  0.69
Cl (5.799, -4.047, -5.725)  -0.30
C (4.524, -3.398, -4.700)  0.20
C (3.979, -4.210, -3.685)  -0.43
C (2.996, -3.739, -2.872)  -0.60
C (2.457, -2.397, -3.002)  -0.28
O (1.555, -1.980, -2.252)  -0.36
C (3.045, -1.603, -4.061)  1.10
C (2.647, -0.243, -4.337)  -0.47
O (1.821, 0.449, -3.764)  -0.56
C (4.062, -2.129, -4.880)  -0.63
H (4.350, -5.222, -3.565)  0.37
H (2.556, -4.361, -2.104)  0.45
H (3.199, 0.199, -5.202)  0.16
H (4.478, -1.504, -5.664)  0.29
C (-0.766, 2.966, 3.532)  -1.22
C (0.521, 2.590, 2.801)  -0.72
C (1.062, 3.718, 1.964)  0.77
C (1.997, 4.601, 2.487)  -0.39
C (2.483, 5.662, 1.736)  -1.07
C (2.031, 5.829, 0.437)  -0.29
C (1.100, 4.962, -0.123)  1.33
C (0.655, 5.153, -1.549)  -1.15
C (-0.520, 6.120, -1.683)  -1.21
C (0.600, 3.906, 0.652)  -0.80
N (-0.291, 2.986, 0.092)  0.68
C (-1.542, 3.280, 0.077)  -0.05
C (-2.574, 2.520, -0.543)  -0.89
C (-3.950, 2.816, -0.479)  -0.83
C (-4.583, 1.827, -1.225)  -0.70
C (-3.547, 1.003, -1.709)  -0.53
N (-2.343, 1.407, -1.307)  0.12
H (-1.116, 2.142, 4.157)  0.33
H (-1.559, 3.196, 2.819)  0.18
H (-0.616, 3.846, 4.162)  0.38
H (0.326, 1.721, 2.169)  -0.02
H (1.283, 2.296, 3.531)  0.63
H (2.354, 4.442, 3.499)  0.44
H (3.222, 6.335, 2.154)  0.40
H (2.418, 6.639, -0.173)  0.41
H (0.373, 4.186, -1.974)  0.25
H (1.501, 5.526, -2.134)  0.54
H (-1.402, 5.726, -1.179)  0.27
H (-0.780, 6.279, -2.731)  0.37
H (-0.284, 7.087, -1.235)  0.33
H (-1.884, 4.194, 0.587)  0.47
H (-4.401, 3.638, 0.060)  0.46
H (-5.642, 1.703, -1.395)  0.39
H (-3.654, 0.111, -2.313)  0.44
S (-3.037, -0.223, 3.329)  -0.26
C (-1.747, -1.302, 3.639)  -0.14
C (-0.866, -1.267, 2.608)  -1.06
N (-1.166, -0.383, 1.604)  0.88
C (-2.279, 0.230, 1.858)  0.24
H (-1.733, -1.947, 4.499)  0.47
H (-0.012, -1.914, 2.490)  0.36
H (-2.721, 0.950, 1.187)  -0.40
C (-1.525, -7.461, -2.573)  -0.39
C (-1.506, -6.216, -3.193)  -0.57
C (-1.701, -5.062, -2.455)  -0.46
C (-1.920, -5.076, -1.070)  0.32
C (-1.931, -6.343, -0.478)  -0.18
C (-1.744, -7.511, -1.204)  -0.54
Si (-1.979, -3.392, -0.119)  -0.08
C (-3.253, -3.760, 1.285)  0.30
C (-4.504, -3.127, 1.324)  -0.43
C (-5.362, -3.235, 2.407)  -0.57
C (-5.013, -4.004, 3.510)  -0.35
C (-3.786, -4.657, 3.500)  -0.72
C (-2.931, -4.521, 2.417)  -0.24
H (-1.371, -8.368, -3.146)  0.34
H (-1.331, -6.144, -4.261)  0.34
H (-1.672, -4.106, -2.968)  0.28
H (-2.102, -6.431, 0.590)  0.14
H (-1.770, -8.469, -0.694)  0.34
H (-3.002, -2.761, -1.062)  -0.29
H (-4.808, -2.530, 0.472)  0.33
H (-6.311, -2.710, 2.390)  0.35
H (-5.680, -4.092, 4.359)  0.35
H (-3.488, -5.267, 4.347)  0.32
H (-1.960, -5.006, 2.467)  0.37
Se (3.239, -0.375, 2.757)  0.25
N (2.702, 0.437, 1.280)  -0.33
C (3.497, 1.471, 1.089)  0.59
C (3.381, 2.388, -0.012)  -0.41
C (4.264, 3.404, -0.110)  -0.56
C (5.308, 3.585, 0.870)  -0.67
C (5.450, 2.760, 1.931)  -0.67
C (4.535, 1.658, 2.078)  0.92
N (4.563, 0.773, 3.056)  -0.93
H (2.557, 2.253, -0.702)  0.50
H (4.182, 4.117, -0.918)  0.47
H (5.983, 4.423, 0.747)  0.37
H (6.224, 2.898, 2.674)  0.43


[2]
The following is a quantum chemistry calculation of a cluster of 2 separate species, C22H21F3N2O3S2 in total, from OMol25.

- Orbital gap: 6.56 eV
- Electronic energy: -62098.3511 eV
- HOMO level: -7.160 eV
- Lowest unoccupied orbital energy: -0.6 eV
- 2S+1: 1
- Molar mass: 482.549 g mol⁻¹

Each line ends with the Mulliken charge.
Cartesian coordinates (Å):
O (3.194, -2.435, 3.021)  -0.61
C (2.379, -1.532, 3.217)  0.33
C (0.933, -1.410, 2.798)  0.27
C (0.066, -2.402, 2.237)  -0.65
C (-1.249, -2.080, 1.869)  -0.32
C (-1.792, -0.820, 2.182)  -0.71
C (-0.876, 0.200, 2.531)  -0.58
C (0.448, -0.123, 2.886)  0.61
S (1.668, 1.046, 3.544)  1.11
O (1.175, 1.644, 4.772)  -0.58
O (2.359, 1.859, 2.562)  -0.59
N (2.691, -0.335, 3.914)  -0.09
S (4.211, -0.022, 4.690)  -0.09
C (3.707, -0.448, 6.437)  0.72
F (4.836, -0.639, 7.173)  -0.22
F (2.978, -1.584, 6.440)  -0.22
F (2.990, 0.529, 7.049)  -0.21
H (0.417, -3.434, 2.121)  0.42
H (-1.859, -2.829, 1.326)  0.43
H (-2.893, -0.739, 2.150)  0.58
H (-1.106, 1.262, 2.543)  0.43
C (-0.348, -1.203, -1.219)  -0.69
C (-0.764, -0.014, -1.802)  1.41
N (-2.070, 0.350, -1.934)  0.14
C (-2.515, 1.508, -2.737)  -0.63
C (-4.025, 1.279, -2.937)  -0.61
C (-4.446, 0.194, -1.922)  -0.63
C (-3.172, -0.335, -1.228)  -0.25
C (0.312, 0.821, -2.375)  0.25
C (0.314, 2.193, -2.152)  -0.19
C (1.375, 2.976, -2.628)  -0.91
C (2.435, 2.369, -3.337)  -0.50
C (2.452, 0.980, -3.533)  -0.68
C (1.417, 0.214, -2.994)  0.51
C (1.465, -1.263, -2.977)  -1.29
C (0.884, -1.864, -1.689)  -0.80
H (-1.070, -1.820, -0.720)  0.05
H (-1.930, 1.568, -3.681)  0.36
H (-2.379, 2.484, -2.208)  0.21
H (-4.251, 0.975, -3.964)  0.28
H (-4.536, 2.214, -2.724)  0.31
H (-5.071, 0.642, -1.158)  0.31
H (-5.002, -0.618, -2.391)  0.30
H (-3.181, -0.091, -0.140)  -0.13
H (-3.067, -1.436, -1.289)  0.38
H (-0.509, 2.627, -1.571)  0.43
H (1.289, 4.061, -2.534)  0.39
H (3.271, 2.986, -3.690)  0.36
H (3.249, 0.499, -4.117)  0.39
H (2.461, -1.650, -3.124)  0.44
H (0.855, -1.611, -3.811)  0.33
H (1.693, -1.852, -0.947)  0.18
H (0.587, -2.892, -1.931)  0.27


[3]
The following is a quantum chemistry calculation of a cluster of 5 separate species, C43H76N3O6 in total, from OMol25.

- Orbital gap: 4.90 eV
- Electronic energy: -62573.6683 eV
- HOMO level: -8.549 eV
- Lowest unoccupied orbital energy: -3.6 eV
- 2S+1: 1
- Molar mass: 731.096 g mol⁻¹
- Total charge: +1

Each line ends with the Mulliken charge.
Cartesian coordinates (Å):
C (-1.775, -0.275, 10.719)  -1.26
C (-2.351, -0.962, 9.463)  -0.41
C (-1.291, -1.463, 8.462)  0.41
C (-1.248, -2.987, 8.335)  -0.07
C (0.063, -3.513, 7.720)  -1.07
C (-0.147, -4.622, 6.662)  -0.19
C (-0.061, -4.161, 5.210)  -1.20
N (-0.782, -2.873, 5.055)  0.47
C (-2.116, -2.981, 5.157)  -0.71
C (-2.954, -1.902, 5.077)  1.05
C (-4.434, -2.134, 5.223)  -2.00
C (-2.359, -0.656, 4.858)  1.02
C (-3.227, 0.580, 4.727)  -0.10
O (-3.200, 1.258, 3.740)  -0.55
O (-4.059, 0.843, 5.747)  -0.48
C (-0.975, -0.544, 4.757)  0.68
C (-0.391, 0.837, 4.613)  -1.39
N (-0.824, 1.599, 5.819)  -0.46
C (-0.179, -1.678, 4.860)  0.72
C (1.314, -1.571, 4.782)  -2.21
C (1.828, -1.192, 3.379)  -0.67
C (2.171, -2.412, 2.501)  -0.64
C (1.908, -2.140, 1.016)  -1.39
C (3.011, -1.292, 0.348)  -0.63
C (2.505, 0.031, -0.232)  -0.82
C (1.946, -0.048, -1.657)  -0.77
C (2.905, -0.578, -2.718)  -0.34
C (2.185, -0.858, -4.053)  -1.16
C (2.401, 0.227, -5.109)  -0.64
C (1.290, 0.209, -6.182)  -0.16
C (1.826, 0.083, -7.594)  -0.25
N (0.799, 0.289, -8.614)  0.40
C (-0.421, 0.887, -8.474)  -0.36
C (-1.052, 0.894, -9.684)  -0.64
C (-0.184, 0.261, -10.606)  -0.67
C (0.936, -0.102, -9.913)  -0.47
H (-2.156, 0.738, 10.829)  0.33
H (-2.032, -0.806, 11.633)  0.30
H (-0.689, -0.201, 10.679)  0.35
H (-3.014, -1.771, 9.770)  0.33
H (-2.984, -0.225, 8.964)  0.19
H (-0.310, -1.089, 8.761)  0.61
H (-1.515, -1.028, 7.482)  -1.10
H (-1.337, -3.381, 9.351)  0.57
H (-2.126, -3.352, 7.801)  0.01
H (0.688, -3.940, 8.501)  0.51
H (0.601, -2.662, 7.299)  0.38
H (0.528, -5.454, 6.850)  0.65
H (-1.152, -5.026, 6.793)  -0.19
H (0.943, -4.118, 4.811)  0.34
H (-0.609, -4.865, 4.585)  0.49
H (-2.514, -3.972, 5.329)  0.42
H (-4.692, -2.114, 6.286)  0.37
H (-4.718, -3.114, 4.853)  0.50
H (-5.024, -1.360, 4.741)  0.40
H (-3.972, 0.197, 6.458)  0.40
H (-0.850, 1.307, 3.748)  0.41
H (0.691, 0.834, 4.531)  0.59
H (-0.246, 2.431, 5.886)  0.33
H (-0.550, 1.055, 6.635)  0.13
H (1.822, -2.476, 5.095)  0.77
H (1.610, -0.806, 5.503)  0.68
H (2.737, -0.605, 3.525)  0.48
H (1.136, -0.532, 2.856)  0.36
H (1.632, -3.302, 2.830)  0.21
H (3.240, -2.598, 2.618)  0.44
H (0.935, -1.654, 0.907)  0.51
H (1.834, -3.102, 0.508)  0.44
H (3.506, -1.898, -0.407)  0.40
H (3.781, -1.065, 1.090)  0.53
H (1.703, 0.405, 0.411)  0.26
H (3.301, 0.777, -0.222)  0.42
H (1.684, 0.974, -1.948)  0.29
H (1.010, -0.612, -1.686)  0.35
H (3.703, 0.142, -2.906)  0.26
H (3.376, -1.505, -2.390)  0.35
H (1.114, -0.988, -3.889)  0.58
H (2.557, -1.798, -4.467)  0.28
H (3.351, 0.069, -5.624)  0.29
H (2.470, 1.225, -4.673)  0.38
H (0.636, -0.642, -5.982)  0.42
H (0.677, 1.107, -6.119)  -0.07
H (2.245, -0.910, -7.769)  0.30
H (2.625, 0.804, -7.772)  0.00
H (-0.792, 1.295, -7.551)  0.36
H (-2.022, 1.311, -9.892)  0.50
H (-0.359, 0.074, -11.652)  0.42
H (1.805, -0.615, -10.289)  0.37
C (-3.627, 4.609, -7.906)  -1.13
C (-2.616, 3.867, -7.069)  0.91
O (-2.697, 2.673, -6.891)  -0.58
C (-1.496, 4.686, -6.478)  -0.89
H (-4.375, 3.910, -8.273)  0.35
H (-4.114, 5.381, -7.308)  0.36
H (-3.129, 5.092, -8.746)  0.23
H (-1.902, 5.461, -5.826)  0.37
H (-0.929, 5.161, -7.273)  0.12
H (-0.842, 4.034, -5.899)  0.27
C (-3.727, -5.587, 9.745)  -1.15
C (-3.456, -6.127, 8.365)  1.01
O (-3.506, -5.413, 7.385)  -0.51
C (-3.126, -7.592, 8.258)  -1.34
H (-3.954, -4.525, 9.688)  0.21
H (-4.573, -6.111, 10.192)  0.44
H (-2.853, -5.737, 10.383)  0.31
H (-3.950, -8.189, 8.649)  0.42
H (-2.230, -7.816, 8.840)  0.33
H (-2.956, -7.856, 7.217)  0.34
C (4.911, 3.002, -9.233)  -1.12
C (5.381, 2.409, -7.928)  0.86
O (4.599, 2.063, -7.073)  -0.51
C (6.872, 2.266, -7.742)  -1.20
H (3.824, 3.049, -9.244)  0.26
H (5.317, 4.008, -9.355)  0.38
H (5.252, 2.388, -10.068)  0.33
H (7.352, 3.244, -7.808)  0.35
H (7.286, 1.625, -8.522)  0.35
H (7.078, 1.828, -6.769)  0.30
C (-1.279, 9.505, -8.417)  -1.15
C (-0.844, 8.098, -8.745)  0.80
O (-1.476, 7.136, -8.373)  -0.48
C (0.417, 7.948, -9.559)  -1.10
H (-2.194, 9.477, -7.831)  0.27
H (-0.500, 10.014, -7.846)  0.34
H (-1.456, 10.065, -9.336)  0.35
H (1.259, 8.398, -9.031)  0.33
H (0.303, 8.450, -10.521)  0.34
H (0.620, 6.893, -9.728)  0.28


- Look up the lowest unoccupied orbital energy of the second one.
  -0.6 eV


- What is the formula in the first record?
  C43H39ClN5O2RbSSeSi